--- a ---
Density functional theory data (ωB97M-V with the def2-TZVPD basis set) for 4 unconnected molecules or ions with the total composition C8H24O4.

SMILES	CCO.CCO.CCO.CCO
lowest unoccupied orbital energy	0.019	hartree
charge	0
HOMO-LUMO gap	10.714	eV
HOMO level	-10.2	eV
spin multiplicity	1

Element x y z (Å)
C  -12.27  -12.63  -16.65
C  -11.87  -12.18  -15.20
O  -12.14  -10.77  -15.13
H  -12.19  -13.69  -16.90
H  -11.79  -11.94  -17.34
H  -13.33  -12.35  -16.67
H  -10.82  -12.37  -14.96
H  -12.44  -12.83  -14.53
H  -11.90  -10.50  -14.24
C  -17.46  -18.72  -19.12
C  -18.07  -19.36  -20.33
O  -17.11  -20.21  -20.98
H  -16.69  -18.01  -19.43
H  -17.04  -19.57  -18.58
H  -18.29  -18.36  -18.52
H  -18.40  -18.62  -21.06
H  -18.89  -20.05  -20.12
H  -16.21  -19.91  -21.03
C  -8.89  -5.88  -10.72
C  -10.03  -6.69  -10.21
O  -9.60  -8.00  -10.55
H  -8.87  -5.87  -11.81
H  -7.90  -6.28  -10.55
H  -9.02  -4.82  -10.51
H  -10.98  -6.38  -10.63
H  -10.09  -6.71  -9.12
H  -8.81  -8.15  -10.02
C  -9.19  -4.87  -18.77
C  -9.61  -6.03  -17.93
O  -10.92  -6.34  -18.37
H  -9.41  -4.97  -19.83
H  -8.12  -4.69  -18.69
H  -9.72  -3.94  -18.53
H  -9.59  -5.72  -16.88
H  -8.96  -6.91  -17.98
H  -11.36  -6.93  -17.75

These are the natural (NBO) partial charges, in e, on atoms 1 to 8: -0.6316, -0.0620, -0.7241, 0.2141, 0.2130, 0.2099, 0.1554, 0.1550

---

--- b ---
Density functional theory data (ωB97M-V with the def2-TZVPD basis set) for 4 unconnected molecules or ions with the total composition C8H24O4.

SMILES	CCO.CCO.CCO.CCO
lowest unoccupied orbital energy	0.022	hartree
charge	0
HOMO-LUMO gap	10.675	eV
HOMO level	-10.1	eV
spin multiplicity	1

Element x y z (Å)
C  0.35  2.57  -3.11
C  -0.72  3.49  -2.66
O  -1.94  2.78  -2.65
H  0.23  2.48  -4.19
H  0.32  1.59  -2.64
H  1.31  3.05  -2.88
H  -0.80  4.38  -3.28
H  -0.46  3.88  -1.68
H  -1.70  2.09  -2.03
C  0.77  -1.31  2.19
C  -0.56  -2.02  1.97
O  -1.32  -1.23  1.08
H  0.51  -0.38  2.68
H  1.24  -0.94  1.28
H  1.43  -1.90  2.83
H  -1.00  -2.14  2.96
H  -0.36  -3.01  1.55
H  -1.89  -1.85  0.61
C  -4.45  -6.91  -2.11
C  -4.38  -5.87  -3.23
O  -4.69  -4.56  -2.74
H  -5.42  -6.93  -1.61
H  -3.74  -6.72  -1.31
H  -4.16  -7.84  -2.60
H  -5.07  -6.24  -3.98
H  -3.48  -5.77  -3.83
H  -5.16  -4.03  -3.39
C  5.56  4.67  4.41
C  4.91  4.57  3.01
O  4.32  5.79  2.58
H  6.34  3.91  4.46
H  4.78  4.63  5.17
H  6.08  5.61  4.57
H  4.02  3.96  3.16
H  5.51  4.16  2.20
H  3.61  6.05  3.17

These are the natural (NBO) partial charges, in e, on atoms 1 to 8: -0.6306, -0.0670, -0.7025, 0.2104, 0.2018, 0.2082, 0.1762, 0.1462

---

Top of the stability list: b, leading by 2.5 kcal/mol.

---

--- a ---
Density functional theory data (ωB97M-V with the def2-TZVPD basis set) for 2 unconnected molecules or ions with the total composition C9H14.

SMILES	Cc1ccccc1.CC
lowest unoccupied orbital energy	0.037	hartree
charge	0
HOMO-LUMO gap	9.906	eV
HOMO level	-8.9	eV
spin multiplicity	1

Element x y z (Å)
C  -1.20  -1.90  -3.24
C  -0.67  -1.04  -2.13
C  -0.59  -1.43  -0.72
C  -0.02  -0.63  0.22
C  0.48  0.62  -0.17
C  0.50  0.93  -1.55
C  -0.10  0.13  -2.55
H  -1.72  -1.28  -4.10
H  -2.05  -2.57  -2.92
H  -0.37  -2.34  -3.69
H  -0.98  -2.46  -0.49
H  0.17  -0.96  1.21
H  0.90  1.35  0.50
H  1.00  1.84  -1.97
H  -0.15  0.32  -3.59
C  0.38  1.92  2.92
C  0.86  0.49  3.53
H  0.81  2.58  3.62
H  0.70  1.79  1.79
H  -0.63  1.98  2.67
H  0.73  0.52  4.49
H  1.86  0.38  3.12
H  0.09  -0.23  3.06

These are the natural (NBO) partial charges, in e, on atoms 1 to 8: -0.6328, -0.0031, -0.2073, -0.2218, -0.2236, -0.1735, -0.2387, 0.2107

---

--- b ---
Density functional theory data (ωB97M-V with the def2-TZVPD basis set) for 2 unconnected molecules or ions with the total composition C9H14.

SMILES	Cc1ccccc1.CC
lowest unoccupied orbital energy	0.038	hartree
charge	0
HOMO-LUMO gap	10.050	eV
HOMO level	-9.0	eV
spin multiplicity	1

Element x y z (Å)
C  0.98  0.03  -2.52
C  1.23  -0.28  -1.06
C  1.03  0.72  -0.11
C  1.25  0.49  1.25
C  1.59  -0.79  1.63
C  1.82  -1.80  0.70
C  1.76  -1.50  -0.65
H  1.62  0.86  -2.81
H  -0.06  0.30  -2.66
H  1.23  -0.82  -3.16
H  0.81  1.69  -0.52
H  1.10  1.28  1.96
H  1.59  -1.05  2.68
H  2.24  -2.74  1.04
H  2.08  -2.19  -1.43
C  -2.23  1.16  0.13
C  -2.83  0.32  1.27
H  -3.06  1.51  -0.49
H  -1.69  2.00  0.56
H  -1.56  0.54  -0.44
H  -3.16  0.98  2.07
H  -2.10  -0.38  1.66
H  -3.63  -0.32  0.90

These are the natural (NBO) partial charges, in e, on atoms 1 to 8: -0.6301, -0.0135, -0.2176, -0.2022, -0.2246, -0.2100, -0.2124, 0.2180

---

Top of the stability list: b, leading by 49.2 kcal/mol.

---

--- a ---
Density functional theory data (ωB97M-V with the def2-TZVPD basis set) for 2 unconnected molecules or ions with the total composition C9H14.

SMILES	Cc1ccccc1.CC
lowest unoccupied orbital energy	0.038	hartree
charge	0
HOMO-LUMO gap	10.096	eV
HOMO level	-9.1	eV
spin multiplicity	1

Element x y z (Å)
C  -1.93  -1.04  -0.37
C  -0.51  -1.28  -0.06
C  0.03  -1.22  1.19
C  1.37  -1.59  1.49
C  2.28  -1.63  0.45
C  1.72  -1.56  -0.88
C  0.35  -1.58  -1.13
H  -2.46  -2.04  -0.41
H  -2.29  -0.41  -1.24
H  -2.29  -0.39  0.48
H  -0.79  -1.21  1.98
H  1.70  -1.67  2.53
H  3.33  -1.76  0.76
H  2.40  -1.57  -1.62
H  -0.07  -2.01  -2.02
C  0.37  2.38  -0.27
C  -1.15  2.91  -0.17
H  0.57  1.37  -0.70
H  1.11  3.11  -0.65
H  0.68  2.34  0.86
H  -1.73  3.02  -1.08
H  -1.55  2.08  0.31
H  -1.14  3.74  0.55

These are the natural (NBO) partial charges, in e, on atoms 1 to 8: -0.6502, -0.0226, -0.2271, -0.2030, -0.2306, -0.1878, -0.2133, 0.2263

---

--- b ---
Density functional theory data (ωB97M-V with the def2-TZVPD basis set) for 2 unconnected molecules or ions with the total composition C9H14.

SMILES	Cc1ccccc1.CC
lowest unoccupied orbital energy	0.037	hartree
charge	0
HOMO-LUMO gap	10.031	eV
HOMO level	-9.0	eV
spin multiplicity	1

Element x y z (Å)
C  1.37  -2.61  -1.60
C  0.18  -2.07  -0.88
C  0.36  -1.48  0.37
C  -0.64  -0.75  0.99
C  -1.91  -0.76  0.44
C  -2.15  -1.45  -0.74
C  -1.10  -2.06  -1.44
H  1.11  -2.80  -2.64
H  1.76  -3.54  -1.19
H  2.19  -1.89  -1.56
H  1.33  -1.57  0.85
H  -0.41  -0.17  1.88
H  -2.68  -0.17  0.91
H  -3.14  -1.45  -1.15
H  -1.30  -2.53  -2.39
C  1.21  2.72  1.11
C  0.01  3.63  0.98
H  1.86  2.87  0.24
H  1.90  2.81  1.95
H  0.94  1.66  1.04
H  0.32  4.66  0.83
H  -0.63  3.60  1.87
H  -0.60  3.35  0.12

These are the natural (NBO) partial charges, in e, on atoms 1 to 8: -0.6291, -0.0165, -0.2161, -0.1958, -0.2306, -0.2011, -0.2165, 0.2147

---

--- c ---
Density functional theory data (ωB97M-V with the def2-TZVPD basis set) for 2 unconnected molecules or ions with the total composition C9H14.

SMILES	Cc1ccccc1.CC
lowest unoccupied orbital energy	0.035	hartree
charge	0
HOMO-LUMO gap	10.121	eV
HOMO level	-9.2	eV
spin multiplicity	1

Element x y z (Å)
C  -0.89  -3.75  0.12
C  0.16  -2.67  0.11
C  0.83  -2.47  1.31
C  1.85  -1.51  1.32
C  2.10  -0.65  0.27
C  1.32  -0.78  -0.87
C  0.34  -1.78  -0.93
H  -1.80  -3.38  -0.36
H  -1.27  -3.89  1.23
H  -0.50  -4.67  -0.27
H  0.63  -2.89  2.27
H  2.49  -1.41  2.18
H  2.94  0.01  0.31
H  1.42  -0.11  -1.69
H  -0.24  -1.87  -1.84
C  -0.43  4.21  -0.46
C  -1.93  3.77  -0.42
H  0.13  3.42  0.09
H  -0.07  4.26  -1.49
H  -0.26  5.13  0.15
H  -1.90  2.68  -0.35
H  -2.55  4.24  -1.21
H  -2.35  4.09  0.53

These are the natural (NBO) partial charges, in e, on atoms 1 to 8: -0.6260, -0.0067, -0.2235, -0.1928, -0.2337, -0.1905, -0.2280, 0.2172

---

--- d ---
Density functional theory data (ωB97M-V with the def2-TZVPD basis set) for 2 unconnected molecules or ions with the total composition C9H14.

SMILES	Cc1ccccc1.CC
lowest unoccupied orbital energy	0.036	hartree
charge	0
HOMO-LUMO gap	10.065	eV
HOMO level	-9.1	eV
spin multiplicity	1

Element x y z (Å)
C  3.23  0.58  -1.28
C  2.13  0.85  -0.36
C  2.49  1.07  0.92
C  1.45  1.49  1.88
C  0.19  1.62  1.47
C  -0.14  1.33  0.22
C  0.77  0.99  -0.78
H  3.30  1.55  -1.80
H  2.86  0.00  -2.04
H  4.08  0.17  -0.94
H  3.43  0.90  1.31
H  1.87  1.70  2.88
H  -0.51  1.77  2.32
H  -1.19  1.23  -0.19
H  0.33  0.91  -1.89
C  -2.86  -2.08  0.56
C  -3.25  -2.02  -1.05
H  -1.77  -2.11  0.64
H  -3.11  -1.13  1.05
H  -3.29  -2.93  0.95
H  -3.01  -0.92  -1.10
H  -4.35  -2.29  -1.12
H  -2.65  -2.68  -1.66

These are the natural (NBO) partial charges, in e, on atoms 1 to 8: -0.6224, -0.0148, -0.2250, -0.1673, -0.2626, -0.2050, -0.2167, 0.2214

---

Top of the stability list: b, leading by 12.4 kcal/mol.